{"formula": "C27H28FN8O10PSTi", "method": "ωB97M-V/def2-TZVPD", "elements": ["H", "N", "H", "C", "H", "H", "O", "C", "C", "C", "O", "H", "H", "C", "C", "H", "C", "H", "H", "O", "C", "N", "C", "C", "O", "H", "H", "C", "C", "H", "Ti", "O", "H", "H", "H", "C", "N", "N", "C", "C", "O", "C", "O", "F", "C", "H", "N", "S", "H", "P", "H", "C", "N", "O", "H", "H", "N", "H", "C", "C", "N", "C", "C", "C", "H", "O", "C", "H", "C", "C", "H", "H", "C", "O", "H", "H", "H"], "positions_angstrom": [[3.027252, -1.170004, -2.561459], [0.572642, 2.711006, 5.070788], [-3.826906, 4.065993, 3.116374], [1.569184, 3.180717, 5.970532], [2.963194, -2.654932, -3.524775], [0.574256, -4.867150, -1.307515], [-3.217622, 6.671202, 0.578838], [-2.772932, 4.542441, 1.369827], [-1.739138, 2.752344, 0.119246], [-0.232338, -4.577034, -0.636825], [-1.352687, -0.541873, -1.482783], [-1.645233, 6.012995, -0.757142], [-3.710629, -0.777508, 3.438054], [2.178570, 1.128028, -1.483605], [-2.472250, -0.371020, 1.738620], [-1.177819, -4.963775, -1.005699], [-1.410641, -2.079078, -4.856625], [2.397882, -0.430478, 3.000801], [0.007294, 2.558132, -2.637826], [0.900160, 1.472334, 0.804502], [2.225623, 0.582843, 2.646296], [2.024175, 1.505131, 3.754778], [2.847433, -2.242640, -2.530681], [-2.252021, 1.827893, 1.088281], [-0.360345, -3.130361, -0.574574], [-0.362744, 3.018555, 5.277074], [-2.844165, -2.634431, -1.829341], [-0.987310, -0.805418, -4.126998], [4.014214, 1.819210, -0.218299], [-0.953039, -3.370542, -3.193663], [-0.149207, 0.219815, -0.304966], [1.280196, 3.880260, 6.897337], [-2.203870, -1.406216, 1.570834], [-4.182025, 1.634799, 3.843844], [-0.036712, -0.912038, -3.606755], [-3.026723, 2.282463, 2.142325], [-1.014390, 2.209888, -0.896548], [3.253840, 1.685923, -1.304356], [-2.795966, -2.296482, -2.863075], [1.035218, 0.574278, 1.722915], [1.480492, -2.526138, -2.123608], [1.977247, -3.218198, 1.617175], [0.396332, -0.521132, 1.473786], [3.907379, 3.148656, 6.332383], [-2.007408, 4.115670, 0.222426], [-2.310308, -3.951002, -4.169994], [-1.955839, 0.521783, 0.902475], [-2.202804, -0.583954, -2.795322], [4.089913, 1.621995, 4.237431], [0.919507, -2.186772, -0.675411], [3.546595, -2.724136, -1.852753], [-0.566335, 3.014615, -1.844945], [1.128469, 0.595891, -1.749600], [2.046417, -2.870135, 0.208222], [1.101037, -2.805074, 2.102282], [-0.585667, -2.454428, -5.461789], [-3.105351, 5.978032, 1.576518], [-0.978989, 0.092888, -4.743406], [-0.789817, 4.387770, -1.829335], [-3.304629, -0.010177, 2.792762], [4.679243, 1.937430, 0.721394], [2.904784, 2.723685, 5.590045], [-1.487200, 4.948700, -0.793220], [0.747429, 1.894695, 4.008934], [-3.804762, -2.240990, -3.276205], [-3.135732, 6.381599, 2.720632], [-3.563377, 1.319957, 3.011375], [2.878009, -2.849488, 2.094756], [-1.829825, -3.061309, -3.763960], [-3.252395, 3.688177, 2.282053], [-2.245839, -1.871988, -5.530012], [-0.391391, 5.001712, -2.627072], [3.100835, 1.937531, 4.539615], [-0.176560, 1.514439, 3.273681], [-0.047597, -4.966378, 0.361734], [1.961956, -4.300887, 1.692257], [3.074151, 0.927249, 2.064964]], "forces_ev_per_angstrom": [[-0.1, 0.0, 0.0], [0.3, 0.1, 0.2], [0.0, 0.0, 0.0], [-0.3, 0.1, 0.0], [0.0, -0.1, -0.1], [0.0, 0.0, 0.0], [-0.3, -0.4, 0.4], [-0.2, 0.3, -0.1], [0.0, -0.2, -0.2], [0.0, 0.0, 0.0], [-0.8, -0.8, -1.1], [0.0, 0.1, 0.0], [0.0, 0.0, 0.0], [-0.4, -0.3, 0.0], [0.2, 0.1, -0.2], [0.0, 0.0, 0.0], [0.0, 0.0, 0.0], [0.0, -0.1, 0.1], [0.1, 0.0, 0.0], [0.2, 0.1, 1.0], [-0.3, 0.2, 0.5], [0.2, 0.1, 0.0], [-0.1, -0.1, 0.1], [0.1, -0.1, -0.3], [0.0, -0.1, 0.0], [-0.2, 0.0, 0.0], [0.0, 0.0, 0.0], [-0.1, 0.0, -0.1], [-0.1, -0.1, 0.0], [0.0, 0.0, 0.0], [-0.1, -0.3, -0.4], [0.1, -0.1, -0.1], [0.0, 0.0, 0.0], [0.0, 0.0, 0.0], [0.1, 0.0, 0.0], [-0.2, -0.1, 0.2], [0.1, 0.2, 0.3], [0.4, 0.3, 0.2], [0.1, 0.0, 0.0], [0.0, -0.1, -0.6], [0.1, 0.2, -0.2], [0.0, -0.1, -0.2], [0.4, 0.4, 0.6], [0.1, 0.0, 0.1], [0.0, 0.3, -0.1], [0.0, 0.0, 0.0], [0.1, 0.3, 0.5], [0.1, 0.2, 0.2], [0.0, 0.0, 0.0], [-0.3, -0.3, -0.1], [0.0, 0.0, 0.0], [0.0, -0.2, 0.0], [0.9, 0.4, -0.1], [0.2, 0.2, 0.4], [-0.1, 0.1, -0.1], [0.0, 0.0, 0.0], [0.9, 0.7, -0.1], [0.0, 0.0, 0.1], [0.0, 0.1, -0.1], [-0.1, 0.0, 0.1], [-0.4, -0.1, -0.4], [0.0, 0.1, 0.1], [0.0, 0.0, 0.1], [-0.1, -0.1, -0.2], [0.0, 0.0, 0.0], [-0.3, -0.4, -0.4], [-0.1, 0.1, 0.1], [0.1, 0.1, 0.0], [0.0, 0.0, -0.1], [-0.1, -0.2, 0.2], [0.0, 0.0, 0.0], [0.0, 0.0, 0.1], [-0.1, -0.3, -0.5], [0.2, -0.1, 0.1], [0.0, 0.0, 0.0], [0.0, -0.1, -0.1], [0.2, 0.0, -0.1]], "lowdin_charge": [0.0696, 0.2436, 0.1475, -0.3524, 0.0990, 0.0982, 0.0991, -0.0464, -0.1202, -0.0490, -0.6595, 0.1226, 0.1287, -0.2976, -0.0597, 0.0950, -0.1955, 0.1465, 0.1157, -0.0684, 0.0148, 0.0334, -0.0426, -0.1417, -0.3189, 0.1741, 0.0990, -0.2729, -0.2906, 0.0978, 1.0430, 0.1690, 0.1341, 0.1414, 0.0754, -0.1147, 0.0449, 0.1727, -0.2696, -0.5072, -0.2968, -0.0525, -0.1364, 0.1451, -0.0314, 0.1339, 0.0399, 1.1475, 0.1592, 0.7348, 0.0932, -0.0751, 0.0130, -0.2708, 0.0797, 0.1335, -0.3241, 0.1058, 0.0140, 0.0076, 0.1629, -0.1881, 0.0644, -0.4136, 0.1096, 0.1251, 0.0514, 0.0937, -0.2016, 0.0924, 0.1280, 0.1312, 0.0844, 0.0937, 0.0905, 0.0962, 0.1017], "de_lowest_kj_mol": 54.31, "charge": 2}



{"formula": "C9H15BN2O3P", "method": "ωB97M-V/def2-TZVPD", "elements": ["C", "N", "H", "O", "H", "H", "H", "H", "N", "H", "C", "C", "C", "C", "O", "C", "H", "H", "H", "O", "H", "C", "H", "H", "P", "C", "H", "H", "B", "C", "H"], "positions_angstrom": [[-1.515324, 0.717757, 0.406101], [-3.532390, 2.346119, 1.056930], [1.440601, 3.515844, 0.353917], [-0.146392, 2.994480, -1.471977], [2.253244, 2.739741, -1.676517], [2.548357, -3.662666, -1.378340], [3.104916, -1.991005, 1.860756], [-4.535704, 0.146408, -1.712747], [1.803338, -0.225350, -0.995737], [-5.371330, 2.063416, -0.107201], [1.217384, 0.840847, -0.091759], [-4.283611, 1.703565, 0.028449], [-2.354625, 0.048542, -0.733004], [-0.030954, 0.224674, 0.726290], [-0.044327, -1.130995, 0.130453], [1.070845, -1.523540, -0.732065], [-1.582250, 2.313361, 2.061089], [1.974760, 0.062467, -1.985149], [0.650554, -1.783552, -1.778715], [2.131249, -3.930412, -0.528045], [1.242259, -1.876620, 2.263505], [2.075670, -2.489569, 1.754005], [2.751197, -0.368468, -0.593684], [0.114706, 0.311095, 1.854757], [1.149105, 2.624664, -0.736161], [-3.819884, 0.580021, -0.932066], [-1.988030, -0.792241, -1.403298], [2.034236, 0.929480, 0.730172], [1.790857, -2.703667, 0.148202], [-2.210767, 1.838558, 1.216751], [2.062312, -3.522957, 2.265085]], "forces_ev_per_angstrom": [[-3.6, 1.0, -1.2], [1.9, -3.8, -2.7], [0.2, -0.9, -0.2], [2.8, -1.1, 1.8], [-0.2, -0.4, 1.0], [-0.8, -0.8, 0.3], [-1.4, -0.7, 0.1], [1.3, 0.7, 1.4], [1.8, 0.6, 0.8], [2.0, -0.5, 0.4], [1.3, 1.2, 3.1], [1.4, -1.2, -0.7], [-2.2, 3.1, 2.0], [-1.6, -0.1, -2.2], [0.9, -0.1, 0.0], [-2.4, 0.5, -0.5], [-1.3, -0.7, -1.4], [-0.8, -0.4, 0.7], [0.4, -0.1, 1.8], [0.2, 3.2, 0.9], [1.5, -0.7, -0.8], [-0.9, -0.5, -0.4], [-0.5, 0.2, -0.7], [0.2, -0.6, -1.5], [-3.4, 1.2, -2.9], [3.1, 1.2, 3.1], [-0.4, 1.3, 1.2], [-1.2, 0.0, -1.2], [1.0, -2.0, 0.3], [0.0, -1.4, -1.5], [0.4, 1.6, -0.8]], "lowdin_charge": [-0.1089, 0.0284, 0.0425, -0.4423, 0.0303, 0.1129, 0.0875, 0.1009, 0.0992, 0.1147, -0.2826, -0.1002, 0.0307, -0.1914, -0.1328, -0.1356, 0.1168, 0.1989, 0.1853, 0.1074, 0.0752, -0.0056, 0.1814, 0.1628, 0.7730, -0.0094, 0.0974, 0.1446, -0.3021, -0.0783, 0.0993], "charge": 1, "smiles": "CB(O)[C@@H]1[NH2+][C@@H]([PH2]=O)[C@@H](c2cccnc2)O1"}



{"formula": "C15H44FIN7O4P2S", "method": "ωB97M-V/def2-TZVPD", "elements": ["N", "N", "H", "C", "H", "C", "H", "H", "H", "H", "C", "H", "C", "C", "H", "H", "H", "C", "H", "H", "C", "H", "H", "S", "O", "H", "H", "H", "C", "C", "H", "H", "H", "H", "C", "H", "H", "I", "H", "H", "H", "N", "H", "H", "N", "H", "H", "H", "C", "C", "H", "P", "H", "F", "N", "N", "H", "P", "H", "O", "C", "H", "H", "N", "H", "H", "C", "H", "H", "C", "H", "O", "H", "H", "O"], "positions_angstrom": [[-0.495726, 2.179885, -4.227549], [-0.853468, 0.233183, -5.676858], [2.828396, -3.000713, 0.015976], [2.644945, -2.062400, 0.538864], [1.977724, -4.547595, 0.823058], [1.338579, -0.079530, 0.394021], [2.046105, 3.104504, 8.208216], [-1.677576, 1.402024, -1.213536], [-0.823405, 2.782101, 5.942528], [-2.691209, -0.850706, -5.708538], [-2.162000, -0.047748, -6.240227], [1.279859, -5.531796, 2.063308], [0.637123, -3.283853, -1.647950], [1.107205, 2.170324, 6.466275], [1.111004, -0.537369, -5.792007], [4.175273, 3.623400, 7.319710], [0.207123, -0.567825, -7.301755], [-0.846680, 2.953239, -5.402585], [-2.876691, 0.092741, -1.173708], [0.524444, -5.498049, 0.470131], [-0.126384, 2.986958, -3.067339], [3.421354, -1.385216, 0.176899], [-0.460997, -4.999962, 3.299671], [0.179487, 4.848779, 6.194359], [-1.136632, 5.326529, 6.053373], [-0.474121, 2.504927, -6.317916], [-1.667035, -4.727910, 2.029264], [2.807030, -2.216388, 1.616359], [2.330783, 2.588574, 7.288371], [-1.609669, -3.798969, -0.772935], [3.920751, 2.841470, 5.800647], [-0.149607, -1.750820, -6.026674], [-1.002082, 3.461146, -2.607508], [2.804132, 1.659962, 7.604536], [0.123914, -0.707694, -6.221903], [0.584461, 3.769777, -3.338513], [1.353335, -4.054161, -1.349875], [1.520378, 1.659681, 4.425918], [-2.380284, -3.418641, -0.100519], [-3.683573, 1.064731, -4.449738], [-1.993159, -3.675971, -1.786991], [1.331405, -1.526353, 0.241313], [-1.162185, -0.275742, -1.376742], [-0.391963, 3.945400, -5.347834], [-0.073681, 3.134018, 6.554011], [2.035107, 0.362369, -0.323460], [1.170808, -2.376450, -1.903286], [0.351199, 0.334852, 0.189290], [1.025918, -4.877248, 1.227559], [3.409310, 3.404186, 6.574576], [3.076820, 4.373752, 6.215793], [-0.665398, 0.505755, -3.971020], [-2.067260, -0.345991, -7.285231], [0.867635, 4.864991, 4.852232], [-0.357879, -3.073002, -0.591540], [-2.141352, 0.547528, -3.099468], [-4.186361, 0.795508, -2.814814], [-0.106460, -2.277223, 0.909489], [-1.485939, -4.870750, -0.576818], [-0.108887, -1.420955, 2.165530], [-0.844524, -4.263976, 2.590160], [-2.794572, 0.842546, -6.258974], [0.164477, -3.609538, -2.575923], [0.216125, -3.781759, 1.710760], [-0.470608, 3.135681, 7.504387], [-3.360408, 2.302527, -3.219335], [-1.956643, 0.432379, -1.655408], [1.613113, 0.256247, 1.402983], [0.744577, 1.239963, 6.893803], [-3.380347, 1.218323, -3.417627], [-1.928869, 3.092584, -5.484010], [0.929066, 5.381888, 7.254128], [0.362149, 2.372766, -2.307968], [-1.258603, -3.443896, 3.178335], [-0.368900, -0.910971, -3.561788]], "forces_ev_per_angstrom": [[2.0, -0.4, 1.8], [0.0, 0.1, -0.3], [-0.1, 0.0, 0.1], [0.1, -0.3, 0.1], [-0.1, 0.1, -0.1], [-0.3, 0.0, -0.1], [-0.3, 0.0, 0.0], [-0.2, 0.0, 0.2], [0.1, 0.2, -0.1], [0.0, 0.0, 0.0], [-0.3, 0.2, 0.2], [-0.2, 0.1, 0.1], [0.0, 0.5, -0.4], [0.7, -0.6, 0.2], [0.0, 0.0, 0.0], [0.0, 0.1, 0.0], [-0.1, 0.1, 0.0], [0.3, 0.1, -0.6], [-0.1, 0.0, -0.1], [0.0, 0.0, 0.0], [-0.3, 0.0, 0.2], [-0.1, 0.2, 0.0], [0.1, 0.0, -0.1], [-2.4, 2.4, 1.8], [-0.3, -0.6, -0.9], [-0.1, -0.2, 0.0], [0.0, -0.1, 0.1], [0.1, 0.0, 0.0], [0.4, 0.2, -0.4], [0.0, -0.2, 0.1], [-0.2, 0.0, -0.2], [0.1, 0.0, 0.0], [0.0, 0.0, 0.0], [-0.1, -0.1, 0.0], [0.1, -0.1, 0.2], [0.0, 0.0, -0.1], [0.0, 0.0, 0.1], [-0.3, -0.1, 0.1], [0.0, 0.0, 0.1], [0.2, 0.1, 0.0], [0.1, 0.1, 0.0], [0.3, 0.5, -0.2], [-0.3, 0.1, -0.4], [0.0, 0.0, 0.3], [0.5, -0.7, -0.7], [0.1, -0.1, 0.0], [-0.1, 0.0, 0.1], [0.0, 0.0, 0.0], [-0.2, -0.2, -0.7], [0.3, 0.1, 0.7], [-0.1, 0.0, -0.2], [-5.3, -1.4, -3.7], [0.2, -0.1, 0.0], [0.5, -0.6, 0.0], [-2.0, 1.1, 0.1], [-0.3, -0.1, 0.8], [0.1, -0.1, 0.1], [6.8, -2.3, 0.3], [0.0, 0.0, -0.1], [-3.7, 0.7, -0.9], [-0.1, 0.4, 0.3], [0.0, 0.0, 0.1], [-0.3, 0.0, 0.2], [-0.5, 0.1, 1.0], [0.2, 0.2, 0.1], [-0.1, 0.0, 0.0], [0.3, -0.2, 0.2], [0.1, 0.0, 0.2], [-0.4, 0.1, 0.0], [0.2, 0.7, -0.2], [0.0, -0.1, 0.0], [1.4, -0.7, -0.4], [-0.1, 0.0, 0.0], [0.0, 0.1, -0.1], [3.6, 1.1, 1.3]], "lowdin_charge": [-0.3122, -0.3399, 0.0546, -0.1332, 0.0503, -0.1598, 0.1179, 0.0675, 0.1533, 0.0900, -0.1351, 0.0871, -0.1047, -0.7010, 0.0731, 0.0924, 0.0811, -0.1043, 0.0816, 0.0801, -0.1253, 0.0836, 0.0784, 0.6131, -0.1696, 0.0809, 0.0714, 0.0898, -0.2848, -0.1192, 0.0503, 0.0793, 0.0816, 0.1233, -0.1443, 0.0811, 0.0701, 1.0577, 0.0755, 0.0538, 0.0857, -0.3369, 0.0433, 0.0826, -0.0228, 0.0843, 0.0678, 0.0531, -0.1267, -0.1331, 0.0571, 0.7013, 0.0829, -0.0705, -0.3029, -0.3034, 0.0834, 0.7348, 0.0786, -0.3372, -0.1388, 0.0595, 0.0855, -0.3054, 0.1827, 0.0797, -0.1468, 0.0355, 0.0884, -0.1222, 0.0812, -0.1534, 0.0675, 0.0675, -0.2874], "charge": 1}



{"formula": "C2H5NO2", "method": "ωB97M-V/def2-TZVPD", "elements": ["H", "H", "N", "O", "C", "O", "C", "H", "H", "H"], "positions_angstrom": [[1.505381, -0.994623, 0.424308], [0.405774, 0.464497, -1.942127], [1.034141, -0.244665, -1.508509], [-0.645092, -0.508972, 1.543333], [-0.337438, 0.024114, 0.501087], [-1.081257, 0.818623, -0.220731], [1.057124, -0.154647, -0.068128], [1.619879, 0.614551, 0.349876], [-1.878714, 1.142802, 0.323182], [0.601370, -1.208581, -1.774252]], "forces_ev_per_angstrom": [[0.0, -0.9, -0.2], [0.8, -0.7, 0.7], [-0.9, -1.8, -1.6], [-0.7, 0.6, -0.2], [1.8, -1.7, 1.9], [-2.7, 2.0, 0.4], [-2.0, -0.8, -0.5], [1.1, 2.0, 0.1], [1.5, -1.0, -1.1], [1.1, 2.3, 0.5]], "lowdin_charge": [0.1184, 0.0783, -0.0123, 0.0903, -0.5684, 0.0995, -0.2077, 0.1007, 0.1806, 0.1206], "de_lowest_kj_mol": 74.54, "smiles": "NCC(=O)O"}



Number 1: calculated total energy -106793.9844 eV, frontier orbital gap 0.268 hartree. Number 2: calculated total energy -28652.6829 eV, frontier orbital gap 0.282 hartree. Number 3: calculated total energy -75108.3167 eV, frontier orbital gap 0.212 hartree. Number 4: calculated total energy -7739.9788 eV, frontier orbital gap 0.363 hartree.